{"formula": "C20H29CrNO2PSe2", "method": "ωB97M-V with the def2-TZVPD basis set", "species": ["Cr", "N", "C", "C", "C", "O", "O", "H", "H", "H", "H", "H", "H", "C", "Se", "C", "C", "Se", "C", "H", "H", "H", "H", "H", "H", "H", "H", "H", "H", "C", "P", "C", "C", "C", "C", "C", "C", "C", "C", "C", "C", "C", "C", "H", "H", "H", "H", "H", "H", "H", "H", "H", "H", "H", "H", "H"], "positions_angstrom": [[-0.963850, 1.129494, -0.732399], [-2.111123, 2.247608, 0.918578], [-3.554109, 2.359993, 0.550103], [-3.880008, 1.472009, -0.637469], [-2.843799, 1.563924, -1.759190], [-2.864566, 0.694560, -2.628144], [-1.959491, 2.525867, -1.691693], [-2.021411, 2.158110, 1.923204], [-1.668229, 3.130807, 0.688656], [-3.792991, 3.397770, 0.326244], [-4.169080, 2.051126, 1.394298], [-4.863787, 1.706625, -1.044363], [-3.903286, 0.421868, -0.331377], [1.723489, -0.062733, -3.216458], [0.078049, 0.988002, -3.023478], [0.962367, 2.738464, -2.994656], [1.967937, 2.916231, -1.878061], [1.103242, 3.129580, -0.124986], [2.719661, 2.880364, 0.940545], [1.422403, -1.049070, -3.562354], [2.266954, -0.152986, -2.280365], [2.338825, 0.404838, -3.981458], [0.152353, 3.463405, -2.932664], [1.450859, 2.842643, -3.962365], [2.548740, 3.823306, -2.042382], [2.650621, 2.071345, -1.804814], [3.464900, 3.597914, 0.610212], [3.085274, 1.861555, 0.843145], [2.449449, 3.084038, 1.973356], [-0.995400, -2.158694, -1.254728], [-0.339283, -1.015084, 0.019550], [-1.074372, -1.735864, 1.526000], [-0.791906, -3.053332, 1.883715], [-1.399772, -3.612062, 2.994723], [-2.290377, -2.865544, 3.755922], [-2.563264, -1.550919, 3.414871], [-1.954006, -0.988459, 2.301748], [1.406587, -1.498311, 0.206780], [2.098228, -0.955208, 1.291280], [3.421220, -1.293847, 1.516681], [4.068517, -2.169521, 0.653659], [3.390574, -2.699058, -0.433161], [2.061628, -2.365771, -0.659940], [-0.716064, -3.187065, -1.033392], [-0.653409, -1.876086, -2.250471], [-2.082492, -2.074512, -1.252136], [-0.089227, -3.639056, 1.302918], [-1.172537, -4.632869, 3.272836], [-2.772609, -3.312795, 4.614956], [-3.248340, -0.968391, 4.017103], [-2.160111, 0.034397, 2.023997], [1.582037, -0.275052, 1.961262], [3.945890, -0.888672, 2.372310], [5.101284, -2.439327, 0.829794], [3.891875, -3.383841, -1.104733], [1.545936, -2.791720, -1.511213]], "forces_ev_per_angstrom": [[0.8, 1.2, 1.3], [0.1, -0.2, -0.3], [-0.2, -0.1, -0.1], [0.3, 0.1, 0.1], [-1.7, -0.1, -0.9], [0.1, 0.2, 0.2], [-0.1, 0.1, -0.1], [0.1, -0.2, 0.0], [0.0, 0.0, 0.0], [0.0, 0.0, 0.0], [0.0, 0.1, 0.1], [0.0, 0.0, -0.1], [-0.1, 0.0, 0.0], [-0.2, 0.0, 0.1], [0.7, -0.1, -0.6], [-0.1, -0.1, 0.1], [-0.1, 0.1, 0.2], [0.2, -0.1, -0.2], [-0.2, -0.1, 0.0], [0.0, 0.0, 0.0], [0.0, 0.0, 0.0], [0.0, 0.0, 0.0], [0.0, 0.0, -0.1], [0.0, 0.0, 0.0], [0.0, 0.0, 0.0], [0.0, 0.0, 0.0], [0.0, 0.0, 0.0], [0.0, 0.0, 0.0], [0.0, 0.0, 0.0], [0.0, 0.2, 0.0], [0.1, -1.7, 0.4], [0.0, 0.2, 0.0], [0.0, 0.0, 0.0], [0.1, -0.1, 0.0], [0.0, 0.0, 0.0], [0.0, 0.0, 0.0], [0.0, -0.1, 0.0], [0.0, 0.3, -0.1], [0.0, 0.0, -0.1], [0.0, 0.0, 0.1], [0.0, 0.0, 0.0], [0.0, 0.0, 0.0], [-0.1, 0.0, 0.0], [0.0, 0.0, 0.0], [0.0, -0.1, 0.0], [0.0, 0.0, 0.0], [0.0, 0.0, 0.0], [0.0, 0.0, 0.0], [0.0, 0.0, 0.0], [0.0, 0.0, 0.0], [-0.1, 0.0, 0.0], [0.1, 0.0, 0.1], [0.0, 0.0, 0.0], [0.0, 0.0, 0.0], [0.0, 0.0, 0.0], [0.0, 0.0, 0.0]], "de_lowest_kj_mol": 123.6, "fmax_ha_per_bohr": 0.0381, "gap_ev": [8.60, 9.40], "spin_multiplicity": 5, "total_charge": 1, "s_squared": 6.0254, "energy_ev": -195194.251, "lumo_energy_ev": [-2.4, -2.5], "homo_ev": [-11.032, -11.938]}